# 1
ORCA calculation (ωB97M-V/def2-TZVPD) on 11 unconnected molecules or ions with the total composition C81H162N8O17 at a distorted geometry.

```
! wB97M-V def2-TZVPD RIJCOSX def2/J DEFGRID3
* xyz 0 9
C -1.2360 2.6387 0.6132
O -0.4259 1.8156 -0.1799
C -0.5091 0.4706 -0.0990
O -1.4468 -0.2236 0.3793
O 0.6949 -0.0498 -0.5500
C 0.8019 -1.4746 -0.7306
H -0.6322 3.2038 1.3232
H -1.9582 2.0803 1.2087
H -1.8107 3.4222 0.1192
H 1.6690 -1.9034 -1.2330
H -0.0781 -1.8622 -1.2439
H 0.7865 -1.9892 0.2302
C 3.0588 2.2404 0.8356
O 2.9664 2.7872 -0.4691
C 3.6661 3.9299 -0.7323
O 4.6236 4.3438 -0.0789
O 2.9809 4.5710 -1.6744
C 3.6641 5.6982 -2.2780
H 3.7620 1.4078 0.8533
H 2.0831 1.7648 0.9360
H 3.2092 2.9599 1.6405
H 3.4854 6.6317 -1.7444
H 3.0800 5.8938 -3.1772
H 4.7174 5.6284 -2.5496
C 7.7953 -0.0731 -3.3767
O 6.5177 -0.1643 -2.7937
C 6.0427 -1.3561 -2.2301
O 6.6037 -2.4342 -2.2200
O 4.8374 -1.2406 -1.6074
C 4.1028 0.0033 -1.5441
H 8.4208 0.0367 -2.4908
H 7.8588 0.8478 -3.9563
H 8.0605 -0.8521 -4.0916
H 3.5015 0.0357 -0.6356
H 3.2707 0.0985 -2.2417
H 4.6514 0.9290 -1.7179
C -5.2034 0.9722 -5.3310
C -5.0073 1.1096 -3.7820
C -4.2724 2.4510 -3.5349
C -4.0261 2.6843 -2.0931
C -5.3654 2.6799 -1.2988
C -6.2503 1.4584 -1.5875
N -6.2628 1.1278 -3.0384
O -7.2157 0.1054 -3.4088
C -5.8220 0.2432 -0.6890
C -7.6092 2.0079 -1.2198
C -4.1472 -0.2296 -3.4650
H -5.8837 1.7508 -5.6760
H -5.6099 0.0307 -5.7004
H -4.2220 1.1632 -5.7652
H -3.3791 2.4672 -4.1594
H -4.8946 3.2520 -3.9340
H -3.3460 3.5080 -1.8763
H -3.5174 1.7927 -1.7266
H -5.8707 3.6370 -1.4284
H -5.2218 2.8311 -0.2290
H -6.3538 0.4013 0.2493
H -6.3363 -0.6648 -1.0035
H -4.7577 0.0129 -0.6420
H -7.6666 2.0639 -0.1328
H -7.9520 2.8884 -1.7632
H -8.3219 1.2000 -1.3852
H -3.5745 -0.2251 -2.5376
H -3.3729 -0.4667 -4.1946
H -4.7376 -1.1220 -3.2570
C 1.6704 0.2582 5.1321
C 2.4690 1.4457 4.7542
C 2.7311 2.4835 5.9667
C 3.7612 1.9056 6.8413
C 5.1068 1.8896 6.1750
C 5.1023 1.0107 4.9113
N 3.8238 1.1135 4.1180
O 3.7829 0.2509 2.8794
C 6.2788 1.4645 4.0766
C 5.3646 -0.4324 5.4095
C 1.5202 2.2760 3.8175
H 0.7173 0.4936 5.6058
H 2.2836 -0.3480 5.7988
H 1.4061 -0.3138 4.2427
H 2.8924 3.5201 5.6711
H 1.7462 2.5083 6.4330
H 3.6048 0.9189 7.2772
H 3.6662 2.4083 7.8038
H 5.9099 1.5494 6.8287
H 5.2744 2.9361 5.9205
H 6.5838 0.6498 3.4197
H 6.0250 2.3691 3.5242
H 7.1960 1.7752 4.5769
H 5.1383 -1.1212 4.5956
H 6.4250 -0.4759 5.6580
H 4.7336 -0.6754 6.2644
H 2.1766 3.1037 3.5492
H 0.5621 2.6024 4.2221
H 1.3050 1.6544 2.9483
C -3.9258 -3.0907 -0.4558
C -3.6843 -4.5565 -0.0214
C -4.4733 -5.3975 -1.0654
C -3.8124 -5.6199 -2.3537
C -2.5229 -6.3477 -2.0550
C -1.5364 -5.4715 -1.2356
N -2.2366 -4.9589 -0.0240
O -1.3816 -4.0891 0.8231
C -0.3357 -6.4422 -0.8343
C -0.9845 -4.3556 -2.1489
C -4.3891 -4.7847 1.3425
H -4.9779 -2.8144 -0.3871
H -3.4920 -2.8413 -1.4242
H -3.4661 -2.3753 0.2261
H -4.8299 -6.3809 -0.7587
H -5.3537 -4.8593 -1.4167
H -3.5468 -4.7839 -3.0007
H -4.3539 -6.2019 -3.0993
H -2.0074 -6.5995 -2.9818
H -2.7057 -7.2617 -1.4900
H -0.6885 -7.3446 -0.3351
H 0.3719 -6.6622 -1.6337
H 0.2774 -5.9119 -0.1057
H -1.7080 -3.5848 -2.4144
H -0.1433 -3.9437 -1.5914
H -0.5762 -4.7850 -3.0638
H -5.3854 -4.3469 1.2820
H -3.9458 -4.1835 2.1364
H -4.3713 -5.8683 1.4593
C 4.9157 -4.3389 -7.0012
C 4.8456 -4.7745 -5.5193
C 3.9955 -3.5519 -4.9309
C 3.4220 -3.7590 -3.5033
C 2.6424 -5.0422 -3.5107
C 3.4534 -6.3272 -3.9613
N 4.1014 -6.0468 -5.2844
O 4.4769 -7.1768 -6.0913
C 4.5057 -6.7886 -2.8897
C 2.3217 -7.4502 -4.0584
C 6.2271 -4.5898 -4.8736
H 3.8970 -4.5746 -7.3091
H 5.6407 -4.9740 -7.5102
H 5.0900 -3.3004 -7.2827
H 4.5808 -2.6343 -4.8710
H 3.1407 -3.3149 -5.5644
H 2.8872 -2.8273 -3.3189
H 4.3182 -3.8392 -2.8881
H 1.7779 -4.8915 -4.1573
H 2.3262 -5.1385 -2.4720
H 4.1027 -7.3829 -2.0696
H 5.2579 -7.4881 -3.2543
H 5.1199 -5.9893 -2.4750
H 2.7013 -8.4144 -4.3967
H 1.9261 -7.7003 -3.0740
H 1.5660 -7.1972 -4.8021
H 6.7119 -5.5457 -5.0717
H 6.2934 -4.5813 -3.7856
H 6.7509 -3.7482 -5.3270
C -5.3014 -0.3854 7.1423
C -4.9458 -0.0051 5.6232
C -4.2652 1.3867 5.7966
C -3.7002 1.8792 4.5220
C -2.6011 0.8796 4.0895
C -3.1297 -0.5948 3.8476
N -3.9608 -0.8833 5.0387
O -4.2964 -2.2773 5.2433
C -3.9815 -0.6334 2.5651
C -1.8194 -1.4695 3.7731
C -6.3222 0.0369 4.9710
H -5.9578 -1.2555 7.1520
H -5.9091 0.3655 7.6473
H -4.4492 -0.6112 7.7834
H -4.9754 2.1406 6.1361
H -3.4352 1.3903 6.5030
H -3.2996 2.8897 4.6028
H -4.4555 1.9865 3.7435
H -1.6857 1.0416 4.6585
H -2.2058 1.1868 3.1212
H -3.3139 -0.7313 1.7091
H -4.6775 -1.4721 2.5844
H -4.5363 0.2820 2.3594
H -1.2081 -1.2801 4.6555
H -1.8680 -2.5549 3.6862
H -1.1704 -1.1547 2.9560
H -6.8940 -0.8906 5.0017
H -6.3348 0.2587 3.9039
H -6.8989 0.8163 5.4688
C -4.8085 5.6022 0.2352
C -4.2002 6.6638 1.1435
C -4.3697 6.0650 2.5725
C -3.3737 6.6581 3.5210
C -1.9647 6.4563 3.0947
C -1.7239 7.1247 1.7903
N -2.7888 6.9193 0.7633
O -2.4740 7.4338 -0.6051
C -1.4144 8.5943 1.9929
C -0.3207 6.5839 1.3513
C -4.9741 8.0045 1.0716
H -5.7448 5.2921 0.6993
H -3.9774 4.8987 0.1860
H -4.9287 5.9171 -0.8014
H -5.3391 6.2662 3.0283
H -4.2594 4.9834 2.6510
H -3.3325 6.0599 4.4313
H -3.4820 7.7142 3.7682
H -1.6897 5.4022 3.1318
H -1.4552 6.9125 3.9435
H -2.3369 9.1700 2.0667
H -0.9554 8.7711 2.9657
H -0.8229 9.1010 1.2303
H 0.0970 7.2679 0.6125
H 0.3826 6.5240 2.1818
H -0.5068 5.6026 0.9147
H -4.9958 8.3991 0.0557
H -4.5381 8.7198 1.7690
H -6.0128 7.8135 1.3411
C 2.0917 -5.6511 4.6350
C 3.0687 -4.7074 3.9003
C 4.5334 -5.1156 4.3136
C 5.6479 -4.4154 3.6346
C 5.5254 -4.7789 2.1511
C 4.1822 -4.3467 1.5238
N 3.0365 -4.8087 2.4213
O 1.7430 -4.7951 1.7933
C 4.1731 -2.8371 1.5255
C 4.0652 -4.7899 0.0439
C 2.6734 -3.3777 4.5352
H 2.2057 -5.5967 5.7177
H 2.3170 -6.6955 4.4189
H 1.0588 -5.3964 4.3976
H 4.6995 -4.9862 5.3830
H 4.4997 -6.2028 4.2434
H 6.5052 -4.9412 4.0547
H 5.7172 -3.3663 3.9222
H 5.7230 -5.8474 2.0652
H 6.3584 -4.2505 1.6874
H 3.2164 -2.5213 1.1092
H 4.2737 -2.4223 2.5284
H 4.9550 -2.4760 0.8574
H 4.2711 -5.8411 -0.1576
H 3.0669 -4.6351 -0.3656
H 4.7697 -4.2756 -0.6097
H 2.6721 -3.4181 5.6244
H 1.6950 -3.0247 4.2093
H 3.3060 -2.5329 4.2624
C 1.3474 1.9810 -5.1699
C -0.0727 2.2279 -4.7474
C 0.0526 2.9891 -3.4030
C 0.2839 4.4957 -3.6207
C -0.7549 5.0537 -4.6442
C -0.9185 4.3204 -6.0461
N -1.0295 2.8842 -5.6988
O -1.2648 2.0380 -6.8819
C -2.2084 4.9614 -6.7010
C 0.2874 4.6425 -6.8733
C -0.7348 0.8820 -4.3296
H 1.9468 2.8828 -5.0450
H 1.3722 1.6125 -6.1954
H 1.9960 1.3235 -4.5909
H -0.8828 2.9123 -2.8488
H 0.8403 2.6405 -2.7350
H 1.3347 4.6221 -3.8813
H 0.2048 4.9899 -2.6524
H -0.4324 6.0697 -4.8718
H -1.7024 5.1804 -4.1206
H -2.3620 4.4698 -7.6616
H -3.0794 4.7967 -6.0666
H -2.0066 6.0160 -6.8885
H 1.2702 4.4882 -6.4278
H 0.2136 4.1282 -7.8315
H 0.3237 5.7117 -7.0817
H -0.9297 0.2119 -5.1669
H -1.7251 1.0194 -3.8955
H -0.1953 0.3252 -3.5634
*
```

Computed properties:
Electronic energy, eV: -133328.424
HOMO-LUMO gap (alpha / beta), eV: 8.48 / 8.52

***

# 2
ORCA calculation (ωB97M-V/def2-TZVPD) on C3H4N4O in the gas phase at a distorted geometry.

```
! wB97M-V def2-TZVPD RIJCOSX def2/J DEFGRID3
* xyz 0 1
N -0.0495 1.7204 1.4209
N 0.3824 1.7387 0.0857
C 0.0833 0.5965 -0.4585
C -0.4826 -0.4580 0.3198
N -0.4313 -1.6307 -0.0267
C 0.1034 -1.7937 -1.3897
N 0.4325 -0.9655 -2.2760
O -0.0533 0.3369 -1.7832
H 0.1596 2.8108 1.7369
H 0.1758 1.0003 2.3395
H -0.6968 -0.5895 1.5188
H 0.3765 -2.7663 -1.4873
*
```

Computed properties:
Relative energy (zero: lowest compared OMol25 entry of this formula, charge and spin), eV: 6.802
Electronic energy, eV: -11177.167
HOMO-LUMO gap, eV: 8.30
SMILES string: N/N=c1\cncno1

***

# 3
ORCA calculation (ωB97M-V/def2-TZVPD) on C3H4BrN3S in the gas phase at a distorted geometry.

```
! wB97M-V def2-TZVPD RIJCOSX def2/J DEFGRID3
* xyz 0 1
C -4.4929 0.1375 -0.7403
C -2.1523 0.7912 -0.2408
C 0.1945 0.4500 0.0977
N -3.3598 0.3026 -0.3669
N -1.3115 -1.3360 -0.4924
N -1.1030 -0.0962 -0.2392
S -1.9265 2.4483 -0.0180
Br -6.0164 -0.3325 0.1497
H 0.9109 -0.3605 0.2159
H 0.5227 1.1334 -0.6869
H 0.1191 1.0262 1.0211
H -0.4625 -1.8907 -0.4152
*
```

Computed properties:
Relative energy (zero: lowest compared OMol25 entry of this formula, charge and spin), eV: 2.826
Electronic energy, eV: -88519.390
HOMO-LUMO gap (alpha / beta), eV: 6.96 / 6.43

***

# 4
ORCA calculation (ωB97M-V/def2-TZVPD) on C4H9NOS in the gas phase at a distorted geometry.

```
! wB97M-V def2-TZVPD RIJCOSX def2/J DEFGRID3
* xyz 0 1
N 0.2468 0.0086 1.6392
C 0.2386 0.6915 0.3403
C 1.6379 1.5315 0.3902
O 1.4744 2.6647 0.8779
C 0.3340 -0.4018 -0.6858
C -0.8916 -1.2815 -0.7084
S -2.4377 -0.6200 -1.6343
H 0.8480 -0.7809 1.6698
H -0.8031 -0.0370 2.1373
H -0.6792 1.3918 0.1826
H 2.5661 1.0835 -0.0103
H 0.7216 -0.0257 -1.7611
H 1.1706 -1.0401 -0.4633
H -1.1487 -1.6343 0.2754
H -0.5438 -2.1134 -1.3109
H -2.7339 0.5634 -0.9383
*
```

Computed properties:
Relative energy (zero: lowest compared OMol25 entry of this formula, charge and spin), eV: 3.039
Electronic energy, eV: -18664.488
HOMO-LUMO gap, eV: 9.46
SMILES string: N[C@@H](C=O)CCS

***

# 5
ORCA calculation (ωB97M-V/def2-TZVPD) on 3 unconnected molecules or ions with the total composition C9H11N3 at a distorted geometry.

```
! wB97M-V def2-TZVPD RIJCOSX def2/J DEFGRID3
* xyz 0 1
C 0.3916 2.3945 -2.2008
C 0.3640 1.0908 -2.6620
C -0.6566 0.2703 -2.1664
N -1.5868 0.6724 -1.3560
C -1.6562 1.9590 -1.0531
C -0.6539 2.8592 -1.4103
H 1.2397 2.9843 -2.6138
H 1.1661 0.7815 -3.3044
H -0.7857 -0.7776 -2.3389
H -2.4451 2.3292 -0.4761
H -0.7488 3.8770 -1.0370
C -0.6436 0.2768 1.9399
C 0.6571 0.3753 1.2434
N 1.6728 0.4742 0.7389
H -1.3275 1.0376 1.6258
H -0.4814 0.2109 3.0124
H -1.0719 -0.6644 1.6509
C 1.5062 -3.5385 1.4589
C 0.4500 -3.0629 2.3674
N -0.3957 -2.6692 3.0122
H 0.8776 -3.8997 0.6333
H 2.1305 -4.3164 1.9043
H 1.9976 -2.6640 1.0314
*
```

Computed properties:
Relative energy (zero: lowest compared OMol25 entry of this formula, charge and spin), eV: 1.846
Electronic energy, eV: -13980.452
HOMO-LUMO gap, eV: 10.47
SMILES string: c1ccncc1.CC#N.CC#N

***

# 6
ORCA calculation (ωB97M-V/def2-TZVPD) on 7 unconnected molecules or ions with the total composition H14O7 at a distorted geometry.

```
! wB97M-V def2-TZVPD RIJCOSX def2/J DEFGRID3
* xyz 0 1
O -0.0283 1.1158 11.0215
H 0.5341 0.7882 10.3008
H -0.4535 1.9474 10.7667
O -0.8707 2.8441 13.8449
H -0.4720 2.1413 13.3591
H -0.4928 3.6235 13.3675
O -1.0561 3.8776 11.0051
H -1.6346 4.1242 10.2586
H -0.2945 4.3938 10.8436
O 1.5530 1.7382 8.1735
H 0.6238 1.7616 8.0508
H 1.8372 2.5898 8.6149
O 2.1010 2.2701 15.8372
H 1.9409 1.3237 15.8889
H 1.2202 2.5663 15.5308
O 1.3732 5.0855 10.7340
H 1.7138 5.8663 10.2834
H 1.9471 4.8307 11.4786
O 3.0247 3.3096 12.8668
H 3.3582 3.1658 13.7619
H 3.1556 2.5169 12.3655
*
```

Computed properties:
Relative energy (zero: lowest compared OMol25 entry of this formula, charge and spin), eV: 1.391
Electronic energy, eV: -14560.070
HOMO-LUMO gap, eV: 11.16
SMILES string: O.O.O.O.O.O.O